No. 1
A molecular structure, C25H39KN6O2S5, computed with ωB97M-V/def2-TZVPD.

HOMO-LUMO gap = 2.26 eV
energy relative to the best compared isomer or geometry (same formula, charge and spin) = 2.585 eV
molecular weight = 655.06 g/mol
HOMO energy = 0.0351 Ha
charge = -2

Atoms and positions in Å:
K 0.11892 -0.88715 0.35352
N 2.52483 0.42176 -0.56442
C 3.41379 1.11682 0.41580
C 3.04365 0.97024 1.90884
N 2.35808 -0.29558 2.27659
C 1.88235 -0.39897 3.67874
C 1.38388 0.92563 4.26802
N 0.31814 1.46698 3.50400
C 3.16096 -1.45068 1.92190
C 2.57834 -2.82619 2.29735
N 1.11985 -3.01240 2.01294
H 3.23129 0.07098 -1.25262
H 1.99088 1.10462 -1.08569
H 3.39064 2.25330 0.25836
H 4.47627 0.83719 0.23595
H 2.42094 1.85357 2.15792
H 4.02286 0.98812 2.45798
H 2.78450 -0.85415 4.28940
H 1.16492 -1.16858 3.76621
H 2.31037 1.54741 4.36509
H 1.07246 0.80399 5.28565
H 0.46811 1.44637 2.49452
H 0.10378 2.40671 3.78289
H 4.23977 -1.30672 2.40221
H 3.23890 -1.42521 0.80272
H 2.72079 -2.98434 3.38579
H 3.14966 -3.58763 1.71302
H 0.61392 -3.04426 2.87371
H 0.96000 -3.89763 1.53522
O -1.49866 6.40122 3.18728
C -0.79326 5.53875 2.77744
S -1.20521 4.31333 1.48657
C 0.37048 3.93545 0.87681
C 1.48968 4.66579 1.54649
S 2.87882 4.76357 0.79520
S 1.12200 5.46736 3.13199
S 0.52702 3.05109 -0.52913
C -1.71836 0.60513 -3.06140
N -0.70100 -0.28729 -2.60758
C -0.53737 -1.35901 -3.27376
C 0.64294 -2.14207 -3.09460
C 1.25626 -2.96328 -4.08585
C 2.34620 -3.60375 -3.51608
C 2.37500 -3.13027 -2.17531
N 1.35554 -2.24150 -1.91464
C -1.44057 1.15583 -4.48988
C -1.48564 0.37783 -5.66146
C -1.11157 0.83279 -6.90155
C -0.56642 2.10641 -7.06456
C -0.65432 2.93573 -5.95213
C -1.10107 2.50586 -4.63979
H -1.78831 1.42762 -2.36025
H -2.70643 0.08627 -3.04512
H -1.37329 -1.84835 -3.93565
H 0.86230 -3.12590 -5.09872
H 3.06382 -4.23477 -4.02147
H 3.09195 -3.30707 -1.34637
H -1.85167 -0.63303 -5.65806
H -1.26241 0.16820 -7.76850
H -0.04894 2.41160 -8.00272
H -0.12904 3.89992 -6.02507
H -0.96325 3.11908 -3.79252
C -3.99268 0.03364 3.86558
C -4.46689 0.23689 2.40979
S -3.49194 -0.78120 1.12240
O -2.07269 -0.68725 1.74914
C -4.10795 -2.42832 1.79137
C -3.71397 -3.49013 0.75820
H -3.89906 1.04707 4.28990
H -2.96015 -0.47645 3.96918
H -4.71673 -0.46964 4.48996
H -4.28365 1.21056 2.03156
H -5.47250 -0.08096 2.30152
H -5.19064 -2.25753 1.87247
H -3.48294 -2.49912 2.72223
H -4.25987 -3.43218 -0.18637
H -3.92870 -4.52175 1.03227
H -2.66774 -3.37033 0.45958

=====

No. 2
A molecular structure, C25H40Cl4N3O3SiTl, computed with ωB97M-V/def2-TZVPD.

HOMO-LUMO gap = 5.55 eV
energy relative to the best compared isomer or geometry (same formula, charge and spin) = 0.816 eV
molecular weight = 804.89 g/mol
HOMO energy = -0.3210 Ha
charge = 0

Atoms and positions in Å:
C -4.17175 -1.13506 1.47896
C -3.79378 -2.20611 0.50238
H -4.87159 -0.42103 1.02098
H -3.28666 -0.59644 1.83720
H -4.72003 -1.55610 2.33834
C -4.75353 -2.86051 -0.18717
C -6.22519 -2.66910 -0.01162
H -4.50296 -3.62270 -0.92991
H -6.52655 -1.62567 -0.20462
H -6.61847 -2.97629 0.97293
H -6.70702 -3.32969 -0.74469
Tl -0.33593 -0.41673 2.63663
Cl 2.06075 -0.83114 3.58656
Cl -1.91440 -1.53287 4.24144
C 3.98724 0.03760 1.24868
O 3.64247 1.21550 1.13730
N 4.27738 -0.76475 0.18616
C 4.19034 -0.19290 -1.13098
C 4.81148 -2.11327 0.30715
H 4.05299 -0.52412 2.21062
H 4.29132 0.89144 -1.02775
H 3.24444 -0.45434 -1.63378
H 5.00465 -0.58179 -1.75060
H 5.16749 -2.22022 1.33699
H 5.66462 -2.21890 -0.37971
H 4.06861 -2.89353 0.05074
H -1.62586 5.02750 1.41365
H -2.36691 2.72891 -0.05492
C -1.83916 5.45639 0.42014
C -2.41940 3.43682 -0.89042
N -1.49760 4.51164 -0.63258
H -1.22179 6.35702 0.31143
C -0.34615 4.59157 -1.34805
O -0.02022 3.78929 -2.24123
H -2.09806 2.91728 -1.79342
H 0.29851 5.45781 -1.07062
H -2.91058 5.73254 0.38497
H -3.43976 3.83167 -0.97799
O -1.39808 -1.50264 0.42377
C -2.31541 -2.62047 0.48721
C -2.44869 -3.65987 -1.86017
C -2.00807 -3.73142 -0.52344
H -3.03515 -2.80549 -2.22420
C -2.20531 -4.76208 -2.70603
H -2.13997 -3.01557 1.50720
C -1.42910 -4.90071 -0.02910
H -2.51114 -4.73406 -3.75701
C -1.53624 -5.89903 -2.22714
C -1.16043 -5.96573 -0.88288
H -1.20269 -4.96148 1.02853
H -1.34659 -6.76663 -2.87566
H -0.64028 -6.83995 -0.50950
Si -0.33365 -1.07801 -0.91972
Cl -0.84728 2.11760 1.92505
C -1.10814 -0.95307 -2.62614
C 1.00313 -2.38471 -0.77989
C 0.26767 0.63579 -0.61817
H -1.20243 -1.88338 -3.19950
H -0.45167 -0.27927 -3.20366
H -2.10674 -0.49616 -2.56832
H -0.46976 1.04249 0.10924
H 0.25122 1.39176 -1.43004
H 1.25806 0.66413 -0.13841
H 0.59160 -3.34796 -1.11461
H 1.30193 -2.51670 0.27464
H 1.89047 -2.17300 -1.39872
Cl 6.99572 3.47354 1.52554
C 5.51012 4.25186 1.83592
C 5.26595 5.52622 1.29399
C 3.97250 6.02419 1.33865
C 2.96243 5.16205 1.82153
N 3.22826 3.96657 2.29707
C 4.46703 3.54017 2.47737
H 6.08971 6.09075 0.81863
H 3.70372 7.01679 0.96648
H 1.91490 5.49267 1.80406
H 4.67347 2.64110 3.04427

=====

No. 3
6 unconnected molecules or ions with the total composition C25H40N6, computed with ωB97M-V/def2-TZVPD.

SMILES = c1ccncc1.CCCC#N.CCCC#N.CCCC#N.CCCC#N.CCCC#N
HOMO-LUMO gap = 9.66 eV
molecular weight = 424.64 g/mol
HOMO energy = -0.3423 Ha
charge = 0

Atoms and positions in Å:
C 2.76237 2.77386 3.45708
C 1.96608 3.85581 3.09928
C 1.98627 4.99804 3.91168
N 2.68371 5.06465 5.08749
C 3.43671 3.97745 5.42555
C 3.58354 2.88729 4.57243
H 2.73866 1.87924 2.85252
H 1.33769 3.85834 2.22091
H 1.51529 5.89029 3.52636
H 3.85079 4.07927 6.41780
H 4.11117 1.99155 4.86510
C -1.82253 2.77816 -3.59568
C -3.02133 2.37518 -2.69872
C -3.83160 3.60980 -2.21024
C -3.03041 4.48486 -1.43733
N -2.39396 5.17005 -0.75333
H -1.18135 1.93386 -3.84895
H -1.11531 3.39913 -3.04584
H -2.15111 3.38609 -4.43863
H -2.71192 1.77680 -1.84180
H -3.71739 1.70534 -3.20361
H -4.68386 3.26283 -1.62599
H -4.08669 4.18280 -3.10170
C -1.26990 -4.41548 1.26402
C -0.34417 -4.30731 2.47151
C 0.01099 -2.80138 2.84223
C -1.06432 -1.78596 3.04280
N -1.86101 -0.94867 3.25724
H -1.28759 -5.44986 0.92074
H -0.85718 -3.89524 0.39966
H -2.29080 -4.15563 1.54391
H 0.58102 -4.87945 2.40234
H -0.78943 -4.80966 3.33028
H 0.66223 -2.37879 2.07712
H 0.65232 -2.78479 3.72343
C 0.08732 -2.11970 -1.58030
C 0.63671 -0.74736 -2.09085
C 0.67256 0.30696 -1.02857
C 1.34164 -0.10164 0.17915
N 1.88373 -0.36531 1.19110
H -0.93351 -2.01335 -1.21329
H 0.72436 -2.51171 -0.78745
H 0.09830 -2.88438 -2.35699
H -0.05652 -0.50484 -2.89628
H 1.61194 -0.89245 -2.55557
H -0.28751 0.60426 -0.60670
H 1.11239 1.24612 -1.36418
C 4.35951 -2.73591 -1.46793
C 5.80596 -2.14124 -1.84041
C 5.82245 -0.68929 -2.22498
C 4.73258 -0.25991 -3.10332
N 3.91556 0.10325 -3.86869
H 3.80243 -2.16194 -0.72745
H 4.40114 -3.76140 -1.10086
H 3.70358 -2.67501 -2.33635
H 6.22605 -2.69563 -2.67962
H 6.50874 -2.25924 -1.01562
H 6.79250 -0.37629 -2.61118
H 5.60750 -0.10653 -1.32928
C -4.29341 -0.81694 -1.53836
C -4.15193 -0.09359 -0.16295
C -4.95605 -0.59871 1.06869
C -6.43841 -0.71469 0.90393
N -7.56973 -0.84809 0.80258
H -3.54107 -0.48771 -2.25510
H -5.30729 -0.83476 -1.93814
H -4.04030 -1.87052 -1.41999
H -4.31527 0.97365 -0.31269
H -3.09622 -0.16735 0.09809
H -4.73520 0.04041 1.92358
H -4.49155 -1.54780 1.33623